19
Properties=species:S:1:pos:R:3 method="wB97M-V/def2-TZVPD" lumo_ev="0.4 / -3.4" charge=0 homo_lumo_gap_ev="4.8384 / 4.6314" s_squared=2.01 de_lowest_kj_mol=160.19 energy_ev=-24015.7167 multiplicity=3
C -1.024 1.369 1.245
C 0.742 -1.245 -0.137
C -0.679 -0.630 -0.334
C 1.656 -0.159 -0.700
C -0.590 0.897 -0.190
C -0.195 1.181 2.304
C 0.897 1.228 -0.281
O -2.158 2.067 1.510
O 1.382 2.347 -0.207
Cl -0.694 1.606 3.867
H 0.939 -1.164 0.983
H 0.860 -2.100 -0.660
H -1.006 -0.964 -1.415
H -1.325 -1.117 0.471
H 2.702 -0.429 -0.418
H 1.514 0.048 -1.736
H -1.168 1.355 -1.020
H 0.668 0.623 2.152
H -2.267 2.674 0.724